1.
3 unconnected molecules or ions with the total composition C27H48F5IOP at a distorted geometry. Source: the OMol25 dataset; level of theory: the ωB97M-V functional and the def2-TZVPD basis.

The spin multiplicity is 1. For the HOMO energy, the calculation gives -0.4515 Eh. The calculation puts the HOMO-LUMO gap at 8.28 eV. Its net charge is +1. The calculation puts the max |F| at 5.31 eV/A.

Structure (XYZ):
```
83
C27H48F5IOP, DFT the ωB97M-V functional and the def2-TZVPD basis
C -7.65922 -0.48624 2.97281
C -6.06766 -0.43560 3.42793
C -5.72557 -1.48299 4.65201
O -4.46781 -2.22832 4.46539
C -3.30480 -1.31351 4.36593
P -2.55118 -1.46473 2.58668
C -2.21075 -3.33404 2.32123
I -0.46485 -4.06330 3.43020
C -2.05829 -3.78713 0.75310
C -3.33461 -3.36168 -0.20666
C -0.90539 -0.50474 2.43840
F -0.06376 -1.27090 1.44452
F -0.12807 -0.44125 3.71370
C -1.07575 1.01010 1.75204
C 0.36785 1.73136 1.32140
C 0.29191 3.22532 0.60918
C -1.11354 4.00761 0.28952
C -2.51696 3.22579 0.73579
C -3.91718 4.04843 0.35518
F -5.09326 3.43586 1.01697
F -4.10373 4.11896 -1.14258
F -3.71470 5.45709 0.83653
C -2.52990 1.73398 1.47431
H -8.19401 -1.41765 3.44931
H -8.23186 0.48829 3.31112
H -7.79022 -0.56813 1.81249
H -5.43096 -0.69095 2.47756
H -5.88234 0.64821 3.85473
H -5.77287 -0.92638 5.70069
H -6.60711 -2.28276 4.67477
H -3.54939 -0.19407 4.60463
H -2.49557 -1.72539 5.10887
H -3.43763 -1.01392 1.54434
H -3.16000 -3.90283 2.76593
H -2.04073 -4.97814 0.75142
H -1.04620 -3.40553 0.26507
H -3.13167 -2.25538 -0.57799
H -4.37373 -3.43437 0.33439
H -3.37314 -4.03572 -1.16346
H 1.38405 1.17422 1.51115
H 1.32091 3.71209 0.29260
H -1.10214 5.06247 -0.22886
H -3.55720 1.21513 1.78817
C 2.29976 -1.60937 -0.90329
C 2.03663 -2.93767 -0.21258
C 3.31697 -3.68849 0.16163
C 4.20351 -4.10215 -1.02072
C 3.52420 -4.98306 -2.07234
C 3.06191 -6.32313 -1.52395
H 2.82188 -1.74549 -1.85462
H 1.35424 -1.10275 -1.11710
H 2.90234 -0.95095 -0.26838
H 1.39654 -3.56187 -0.84528
H 1.46701 -2.74598 0.70440
H 3.04554 -4.57846 0.74073
H 3.91268 -3.06109 0.83592
H 5.07891 -4.63245 -0.62549
H 4.59499 -3.20473 -1.51364
H 4.23902 -5.16682 -2.88463
H 2.67684 -4.45737 -2.52404
H 3.90359 -6.88499 -1.10655
H 2.61722 -6.92452 -2.32421
H 2.30585 -6.20164 -0.74267
C 6.04283 5.65425 -3.52191
C 4.83385 5.28274 -4.36516
C 3.50116 5.54014 -3.65756
C 3.27151 4.72698 -2.37653
C 3.34057 3.20693 -2.54408
C 2.27409 2.65755 -3.47736
H 6.09948 5.05262 -2.61032
H 6.96317 5.48149 -4.08718
H 6.01163 6.71164 -3.23789
H 4.90808 4.23469 -4.67457
H 4.85696 5.87630 -5.28669
H 2.68558 5.34442 -4.36296
H 3.43221 6.60563 -3.40626
H 2.28807 4.99487 -1.97050
H 4.00130 5.03043 -1.61699
H 3.21266 2.74336 -1.55752
H 4.33142 2.90440 -2.89775
H 1.27211 2.91160 -3.11705
H 2.34733 1.56600 -3.53206
H 2.38542 3.04763 -4.49335
```

2.
A gas-phase ion, C27H48N2O4PS2 (charge +1) at a distorted geometry. Source: the OMol25 dataset; level of theory: the ωB97M-V functional and the def2-TZVPD basis.

The spin multiplicity is 1. For the HOMO energy, the calculation gives -0.3917 Eh. The calculation puts the HOMO-LUMO gap at 7.11 eV. Its net charge is +1. Its SMILES is CCC[C@@H]1[C@@H](CCC(C)C)[C@@H](CN)[C@@H](COc2cc(C)ccc2C(C)C)[N@+](S)(CC(=O)O)[C@]1(O)[PH2]=S. The calculation puts the max |F| at 2.19 eV/A.

Structure (XYZ):
```
84
C27H48N2O4PS2, DFT the ωB97M-V functional and the def2-TZVPD basis
C 6.19811 -0.01725 1.30736
C 4.66944 -0.01430 1.33738
C 4.13460 -1.04919 0.33244
C 2.66921 -0.97091 -0.14953
C 2.17365 0.45716 -0.44301
C 3.15664 1.27076 -1.26583
C 2.72592 2.73918 -1.46872
C 2.50583 3.51725 -0.17316
C 3.81632 3.74763 0.61611
C 1.90765 4.88250 -0.54682
C 0.79480 0.31558 -1.15635
C 0.87103 -0.04153 -2.66514
N 0.64304 1.05689 -3.60186
C -0.17991 -0.53556 -0.34932
C -1.55050 -0.54111 -1.01407
O -2.48580 -0.07471 -0.05184
C -3.81729 -0.19874 -0.41778
C -4.24146 -0.34872 -1.73017
C -5.59847 -0.48137 -2.05862
C -5.99885 -0.67068 -3.49320
C -6.53020 -0.45239 -1.02713
C -6.10233 -0.27248 0.28483
C -4.75709 -0.13903 0.62780
C -4.29244 0.05041 2.05641
C -3.78188 -1.26527 2.68296
C -5.36104 0.71882 2.92759
N 0.32852 -1.93078 0.01705
S 0.38650 -3.00917 -1.44917
C -0.77861 -2.58764 0.82966
C -0.41523 -3.75231 1.73495
O -0.59634 -3.77566 2.89552
O 0.02290 -4.82082 1.04050
C 1.66612 -1.79237 0.73117
O 2.21941 -3.04426 0.96386
P 1.63698 -0.93661 2.42226
S -0.03089 -0.58639 3.33808
H 6.61778 0.85032 1.80161
H 6.54087 -0.87769 1.87899
H 6.59164 -0.14769 0.30375
H 4.25510 0.97906 1.21491
H 4.40237 -0.35521 2.33597
H 4.72186 -0.91370 -0.57390
H 4.43309 -2.02435 0.70777
H 2.67162 -1.43244 -1.14087
H 1.96724 1.01292 0.46874
H 3.30788 0.84997 -2.25866
H 4.14299 1.32380 -0.81630
H 1.82852 2.82137 -2.06805
H 3.55999 3.22076 -1.97402
H 1.77373 3.06272 0.49512
H 3.82109 4.76546 0.98942
H 3.87092 3.11461 1.49824
H 4.67969 3.61219 -0.02925
H 1.00339 4.71270 -1.13211
H 2.59958 5.47860 -1.13258
H 1.57451 5.41173 0.33940
H 0.37253 1.31881 -1.11475
H 1.82822 -0.49514 -2.90388
H 0.13769 -0.80069 -2.91579
H 0.02661 1.75997 -3.21999
H 1.51230 1.49038 -3.87105
H -0.31110 -0.05007 0.61864
H -1.88826 -1.50957 -1.38815
H -1.57274 0.14210 -1.85846
H -3.52406 -0.37909 -2.53916
H -6.21058 0.26980 -3.99099
H -6.88185 -1.30189 -3.53320
H -5.22892 -1.20890 -4.03648
H -7.57371 -0.57938 -1.26833
H -6.84915 -0.25519 1.06253
H -3.47510 0.76773 2.01321
H -3.62921 -2.00350 1.90143
H -2.84649 -1.07687 3.19425
H -4.50760 -1.62182 3.40458
H -4.91221 1.14435 3.81898
H -5.84990 1.51086 2.37296
H -6.09499 -0.02251 3.23550
H 1.69889 -3.05116 -1.72287
H -1.33727 -1.85959 1.40083
H -1.49898 -3.00954 0.13206
H 0.70168 -5.26263 1.56784
H 2.72134 -3.33941 0.19562
H 2.32694 0.26527 2.27890
H 2.49363 -1.75442 3.17337
```

3.
A molecular structure, C27H48OP2Pd at a distorted geometry. Source: the OMol25 dataset; level of theory: the ωB97M-V functional and the def2-TZVPD basis.

The spin multiplicity is 5. For the HOMO energy (spin up / spin down), the calculation gives -0.4242 / -0.4620 Eh. The calculation puts the energy above the lowest of the compared OMol25 structures with the same formula, charge and spin at 0.0 kcal/mol. The calculation puts the HOMO-LUMO gap (spin up / spin down) at 5.60 / 3.73 eV. Its net charge is +2. The calculation puts the max |F| at 4.72 eV/A.

Structure (XYZ):
```
79
C27H48OP2Pd, DFT the ωB97M-V functional and the def2-TZVPD basis
P 0.00281 -3.26872 -4.26732
P 0.05312 0.56013 -4.40710
C -0.34802 -1.96812 -5.57926
C 0.41648 -0.64468 -5.65015
H -1.43599 -1.82399 -5.59342
H -0.14760 -2.47794 -6.53032
H 1.50246 -0.74508 -5.67911
H 0.18321 -0.09468 -6.57341
C -1.48902 1.47246 -4.90768
H -1.79372 2.20904 -4.14607
H -2.30981 0.78221 -5.13612
H -1.20563 1.99891 -5.83225
C 1.20213 1.97694 -4.80484
H 0.77563 2.44908 -5.70108
H 2.20192 1.59596 -5.03330
H 1.24343 2.72651 -4.00165
C -0.89715 -4.71177 -4.95076
H -1.04568 -5.32333 -4.05250
H -0.34481 -5.26799 -5.71682
H -1.88104 -4.38531 -5.30609
C 1.79142 -3.52639 -4.59328
H 2.32541 -2.57498 -4.61388
H 1.93942 -4.04721 -5.53994
H 2.19570 -4.09982 -3.75964
Pd -0.18217 -3.79364 -2.23856
C 0.99874 1.68518 0.18486
C -0.28713 2.03613 0.07850
C -1.22037 1.40290 -0.84949
C -0.94066 -0.06850 -1.14442
C -0.25294 -0.20655 -2.48791
C 1.18685 -0.31492 -2.61493
C 1.92707 0.82244 -2.04680
C 1.92100 0.73954 -0.50289
C 0.23099 -3.30427 -0.20569
H 1.60567 2.47926 0.64739
H -0.62790 3.01305 0.54885
H -1.05435 2.09645 -1.70275
H -2.27639 1.59420 -0.55078
H -0.50200 -0.59785 -0.25653
H -1.92206 -0.55270 -1.29081
H -0.76779 -1.11222 -2.95415
H 1.64802 -1.35091 -2.64185
H 1.35311 1.67508 -2.46100
H 2.98489 0.89080 -2.42333
H 1.85125 -0.29896 -0.11628
H 2.90241 1.10521 -0.12790
H 0.91859 -2.44833 -0.14813
H 0.70719 -4.28418 -0.00626
H -0.68201 -3.17527 0.39485
C 0.64499 3.36912 2.70453
C -0.62338 3.45339 3.52528
C -1.87735 3.22152 2.70139
C -0.52151 2.48754 4.71501
C -0.43816 2.97079 5.98522
C -0.32008 2.13127 7.09781
C -0.25073 0.74834 6.90587
C -0.29574 0.18768 5.66215
C -0.23259 -1.33333 5.46311
C 0.98595 -1.94523 6.15218
C -1.50731 -1.99698 5.97661
C -0.46228 1.03779 4.48053
O -0.53792 0.51411 3.34236
H 0.75682 2.33529 2.36942
H 1.53980 3.61790 3.28545
H 0.60365 4.01408 1.82793
H -0.67364 4.45990 3.95428
H -1.89752 2.19478 2.32547
H -2.77698 3.38102 3.30612
H -1.91468 3.90028 1.85143
H -0.46468 4.06400 6.12708
H -0.27885 2.55385 8.09755
H -0.15151 0.07941 7.78177
H -0.15366 -1.49481 4.38509
H 0.92835 -1.81055 7.23528
H 1.02142 -3.01671 5.93483
H 1.90950 -1.48228 5.79120
H -2.38210 -1.57915 5.47079
H -1.46435 -3.07121 5.78441
H -1.62011 -1.83499 7.05185
```

4.
A molecular structure, C27H49AlF6N2O22P4 at a distorted geometry. Source: the OMol25 dataset; level of theory: the ωB97M-V functional and the def2-TZVPD basis.

The spin multiplicity is 1. For the HOMO energy, the calculation gives -0.5006 Eh. The calculation puts the HOMO-LUMO gap at 1.71 eV. Its net charge is +2. The calculation puts the max |F| at 4.86 eV/A.

Structure (XYZ):
```
111
C27H49AlF6N2O22P4, DFT the ωB97M-V functional and the def2-TZVPD basis
Al -1.52183 -3.34722 -1.31455
P 0.10611 0.30175 -1.07179
F 0.80217 0.80602 -2.46312
F 1.57312 0.40128 -0.32998
F -0.26198 1.78796 -0.69144
F -0.61769 -0.38304 0.22157
F -1.27730 0.09169 -1.74090
F 0.48890 -1.24004 -1.32505
C 2.06221 4.42885 -1.26263
C 2.01660 4.87222 -2.52193
C 2.62797 4.14562 -3.62004
O 2.65337 4.58190 -4.80547
C 3.39069 2.90719 -3.24755
C 3.51932 2.56268 -1.98355
C 2.78801 3.27683 -0.85182
O 2.79823 3.06110 0.40222
O 4.23189 1.44194 -1.58722
O 1.25749 5.90480 -2.85451
H 1.61659 4.99482 -0.45795
H 3.82655 2.30586 -4.03166
H 3.77610 1.13372 -0.80054
H 1.52479 6.23345 -3.71598
C 4.17545 0.95414 3.49740
C 4.01822 1.65628 4.63887
C 2.68679 2.24495 5.07796
O 2.59726 3.07136 5.98657
C 1.54930 1.77176 4.37379
C 1.74497 1.06191 3.21446
C 3.09917 0.70904 2.61423
O 3.21983 0.18304 1.57356
O 0.70047 0.68071 2.47639
O 4.99582 1.98040 5.53696
H 5.13086 0.52518 3.23363
H 0.58840 2.04302 4.78547
H 0.92043 0.36165 1.59809
H 4.68482 2.60470 6.19660
C 2.04904 -3.15011 0.79823
O 0.93822 -3.40351 0.30239
N 2.49881 -3.79927 1.90898
C 3.66931 -3.23666 2.37104
C 1.72949 -4.74140 2.76831
H 2.72962 -2.37326 0.41677
H 3.42732 -2.67771 3.27498
H 4.06826 -2.48431 1.69066
H 4.45033 -3.98286 2.51702
H 2.25372 -5.66531 3.01263
H 1.56986 -4.45960 3.80908
H 0.69365 -4.92930 2.48577
C -2.38838 -3.93653 2.72531
O -2.17840 -3.45065 1.53424
N -1.90598 -3.34809 3.82358
C -1.13324 -2.09688 3.77276
C -2.16057 -3.93471 5.13474
H -3.11685 -4.75061 2.86251
H -1.10863 -1.67760 2.76693
H -0.07650 -2.23463 4.00177
H -1.50251 -1.24060 4.33712
H -2.42159 -3.16057 5.85632
H -3.01807 -4.60479 5.19631
H -1.29968 -4.46615 5.54038
C -7.23126 -1.75860 0.31957
O -6.50388 -1.10745 -0.71801
P -4.88957 -0.82292 -0.45798
O -3.95233 -1.69540 -1.20312
O -4.70927 0.81161 -0.72789
C -5.79333 1.65558 -0.44502
O -4.82615 -0.79072 1.19675
C -3.52219 -0.51147 1.72298
H -7.97395 -1.18819 0.87737
H -6.61971 -2.45853 0.88895
H -7.86161 -2.48127 -0.19861
H -6.48853 1.70434 -1.28312
H -5.41898 2.66032 -0.24889
H -6.40829 1.24519 0.35593
H -2.84283 -0.60028 0.87523
H -3.31595 -1.17740 2.56090
H -3.36864 0.52546 2.02183
C -1.25394 7.34344 -2.00896
O -2.31371 6.70976 -2.80031
P -3.15659 5.47528 -2.19807
O -3.13005 5.27359 -0.73869
O -4.60603 5.79801 -2.83301
C -5.48918 6.83529 -2.26332
O -2.68442 4.20440 -3.11529
C -1.50051 3.36828 -2.93719
H -0.72250 6.58007 -1.44069
H -1.77343 7.85954 -1.20158
H -0.53035 7.97976 -2.51848
H -5.93157 7.32639 -3.13005
H -4.98903 7.46237 -1.52526
H -6.22131 6.22978 -1.72906
H -1.66738 2.29603 -2.83457
H -0.95988 3.84522 -2.11966
H -0.88032 3.70450 -3.76811
C 2.12442 -6.78429 -4.24578
O 2.47215 -5.37883 -4.45342
P 2.44759 -4.35998 -3.11591
O 1.10599 -4.21261 -2.43856
O 3.59038 -4.91523 -2.06892
C 4.77212 -5.41078 -2.60918
O 3.19317 -3.02126 -3.55339
C 3.32388 -1.79642 -2.87372
H 1.48790 -7.24575 -5.00076
H 1.51593 -7.01217 -3.37061
H 3.05842 -7.34467 -4.28717
H 5.56034 -4.85209 -2.10453
H 4.95160 -5.45877 -3.68323
H 4.80575 -6.41072 -2.17665
H 4.27737 -1.31316 -3.08684
H 3.15522 -1.85895 -1.79866
H 2.43399 -1.23858 -3.16529
```

5.
A molecular structure, C27H49Cl14MgO14S at a distorted geometry. Source: the OMol25 dataset; level of theory: the ωB97M-V functional and the def2-TZVPD basis.

The spin multiplicity is 1. For the HOMO energy, the calculation gives -0.1944 Eh. The calculation puts the HOMO-LUMO gap at 6.93 eV. Its net charge is -1. The calculation puts the max |F| at 5.96 eV/A.

Structure (XYZ):
```
106
C27H49Cl14MgO14S, DFT the ωB97M-V functional and the def2-TZVPD basis
Mg 0.68626 -1.13343 -0.36751
S -1.22143 0.24611 0.48296
O -0.16730 0.50220 -0.47386
O -1.15844 1.16386 1.59289
O -2.57747 0.16418 -0.04343
O -0.73182 -1.05300 0.87616
C 1.84890 -4.14089 -0.61079
O 1.27528 -3.00145 -0.07024
H 1.12659 -4.67012 -1.23230
H 2.73135 -3.89695 -1.20230
H 2.24162 -4.82042 0.14560
C 3.75244 0.42452 -5.47841
C 4.39730 0.26967 -4.04679
C 4.53806 1.59042 -3.30447
O 3.63925 1.47441 -2.20593
C 3.07386 0.24446 -2.25013
O 2.33703 -0.19416 -1.39319
O 3.47518 -0.46780 -3.32182
H 4.45974 0.92835 -6.13717
H 2.78720 0.92726 -5.41783
H 3.45984 -0.50702 -5.96290
H 5.31690 -0.30840 -4.13768
H 4.34101 2.45086 -3.94394
H 5.57680 1.68677 -2.98853
C -1.64948 -1.54844 -6.61440
C -0.93642 -2.28045 -5.47247
C 0.52520 -2.18620 -5.56972
O 0.85910 -2.24223 -4.21411
C -0.08501 -1.73246 -3.49724
O -0.00059 -1.48802 -2.30434
O -1.16101 -1.68798 -4.21166
H -1.38424 -0.49932 -6.48367
H -2.73702 -1.56419 -6.54293
H -1.35618 -1.97896 -7.57186
H -1.43408 -3.24875 -5.52571
H 0.91485 -1.24585 -5.95961
H 0.88941 -3.09252 -6.05348
C 3.82755 -0.84997 5.23479
C 4.02385 0.03175 3.99437
C 4.87936 -0.63945 2.94521
O 3.96958 -1.00225 1.94909
C 2.76793 -0.48664 2.17474
O 1.91410 -0.39705 1.34643
O 2.72192 0.01030 3.36826
H 3.15083 -0.40436 5.96389
H 4.76219 -0.85607 5.79558
H 3.42997 -1.84974 5.06015
H 4.43254 0.99650 4.29490
H 5.49748 -1.45895 3.31188
H 5.51824 0.19788 2.66448
Cl -2.98894 1.74927 -4.32253
C -3.92438 1.17471 -2.92243
C -3.77049 -0.31292 -2.61250
Cl -4.45617 -1.36367 -3.93184
H -4.96290 1.45671 -3.09575
H -3.50917 1.75786 -2.10047
H -4.26454 -0.46056 -1.65217
H -2.70158 -0.52016 -2.56171
Cl 1.89752 -3.92957 4.81651
C 1.34298 -3.90291 3.13601
C -0.15552 -3.62787 2.92889
Cl -1.21229 -4.81141 3.73446
H 1.61637 -4.87733 2.73122
H 2.01630 -3.21963 2.61846
H -0.39553 -3.67399 1.86664
H -0.39126 -2.60662 3.22819
Cl 1.18994 3.38139 -3.72898
C 0.61162 3.40463 -2.03621
C -0.90816 3.30470 -1.98867
Cl -1.76053 4.58953 -2.88198
H 0.87554 4.35252 -1.56722
H 1.05922 2.63916 -1.40233
H -1.14122 3.25273 -0.92515
H -1.21801 2.28919 -2.23533
Cl -5.95166 -1.35220 3.19424
C -4.43965 -1.15427 2.29105
C -3.51085 -2.36450 2.22527
Cl -4.39402 -3.93683 1.87749
H -3.93296 -0.29982 2.73968
H -4.78471 -0.78602 1.32491
H -2.81662 -2.49601 3.05525
H -2.87593 -2.17542 1.35969
Cl -5.66911 2.61625 3.03001
C -4.19462 2.91157 2.11517
C -4.54059 3.35776 0.68793
Cl -5.49653 4.83908 0.70143
H -3.56923 2.02508 2.00977
H -3.60325 3.65285 2.65265
H -5.03184 2.59530 0.08341
H -3.61404 3.55518 0.14884
Cl -0.02738 -0.72674 5.70158
C -0.61565 0.54925 4.62052
C -2.04938 0.78919 4.95702
Cl -2.24258 1.68984 6.52129
H -0.47814 0.17222 3.60709
H 0.03588 1.42199 4.66471
H -2.57436 -0.16578 4.98036
H -2.57450 1.36198 4.19265
Cl 2.98690 3.40256 2.55049
C 1.35372 2.88683 2.18815
C 0.37888 3.94441 2.55648
Cl 0.36355 4.26235 4.33939
H 1.12403 1.88407 2.54847
H 1.29366 2.61761 1.13362
H -0.60584 3.63377 2.20730
H 0.65978 4.86670 2.04799
```